Below is C5H8N2 as an isolated structure, with properties calculated with ωB97M-V/def2-TZVPD.

* net charge: 0
* energy relative to the best compared isomer or geometry (same formula, charge and spin): 85.4 kcal/mol
* LUMO: 0.6 eV
* highest occupied orbital energy: -8.6 eV
* 2S+1: 1
* orbital gap: 9.177 eV

Positions of all 15 atoms, in Å:
N (-1.36055, -0.42873, 1.62691)
C (-0.30160, -0.71503, 0.70471)
C (-0.47177, -1.82026, -0.28115)
N (-0.23950, -1.97089, -1.41447)
C (-0.06131, 0.48872, -0.25995)
C (0.79608, 0.21013, -1.41886)
C (0.89671, 1.53965, 0.03335)
H (-1.42834, -1.14138, 2.34172)
H (-2.24821, -0.40626, 1.13740)
H (0.61600, -0.93276, 1.25902)
H (-1.01446, 0.90902, -0.59473)
H (1.78148, -0.23065, -1.31287)
H (0.56219, 0.58980, -2.40139)
H (0.62120, 2.60500, 0.08794)
H (1.85207, 1.30364, 0.49235)



Below is a 2-piece molecular cluster, C5H8N2 overall, with properties calculated with ωB97M-V/def2-TZVPD.

* SMILES: C/C=C/C#N.C=N
* net charge: 0
* energy relative to the best compared isomer or geometry (same formula, charge and spin): 71.0 kcal/mol
* LUMO: 0.6 eV
* highest occupied orbital energy: -9.4 eV
* 2S+1: 1
* orbital gap: 9.944 eV

Positions of all 15 atoms, in Å:
C (-0.12867, 0.95382, -1.61088)
C (-0.47202, 1.26731, -0.16819)
C (-1.47582, 0.64238, 0.56372)
C (-1.85390, 1.13286, 1.73543)
N (-2.20766, 1.39934, 2.78440)
H (-0.90650, 0.52752, -2.24563)
H (0.45400, 0.01162, -1.53712)
H (0.54817, 1.79493, -1.91444)
H (-0.01136, 2.10734, 0.29653)
H (-2.06587, -0.06902, 0.07325)
C (1.77267, -2.23188, 0.21781)
N (1.35782, -1.08526, 0.48369)
H (2.29221, -2.14392, -0.71518)
H (1.69467, -3.25313, 0.63933)
H (1.00225, -1.05391, 1.39728)



Below is C5H8N2 as an isolated structure, with properties calculated with ωB97M-V/def2-TZVPD.

* net charge: 0
* energy relative to the best compared isomer or geometry (same formula, charge and spin): 104.1 kcal/mol
* LUMO: 1.0 eV
* highest occupied orbital energy: -7.5 eV
* 2S+1: 1
* orbital gap: 8.462 eV

Positions of all 15 atoms, in Å:
C (2.24683, -0.09967, 0.28334)
C (-2.47911, -0.13034, 0.43092)
N (0.60138, 1.07454, -1.23850)
C (0.95709, 0.03706, -0.44183)
C (-1.06300, -0.05103, -0.00445)
C (-0.14371, -0.96854, -0.36223)
N (-0.40075, 1.20463, 0.00953)
H (1.24368, 1.86047, -1.12641)
H (-0.14914, -2.02306, -0.57313)
H (2.05460, -0.41909, 1.30840)
H (2.82576, -0.89479, -0.19777)
H (2.83115, 0.82004, 0.28029)
H (-3.10494, 0.45386, -0.24887)
H (-2.59422, 0.29927, 1.42828)
H (-2.82562, -1.16335, 0.45244)



Below is C5H8N2 in the gas phase, with properties calculated with ωB97M-V/def2-TZVPD.

* SMILES: N#CCC/C=C/N
* net charge: 0
* energy relative to the best compared isomer or geometry (same formula, charge and spin): 20.4 kcal/mol
* LUMO: 0.9 eV
* highest occupied orbital energy: -8.3 eV
* 2S+1: 1
* orbital gap: 9.271 eV

Positions of all 15 atoms, in Å:
N (0.24041, 0.46138, 2.70086)
C (-0.54372, 0.17212, 1.90146)
C (-1.52701, -0.20947, 0.87306)
C (-1.27220, 0.45304, -0.49054)
C (0.11469, 0.26854, -1.05123)
C (1.08503, -0.45501, -0.48728)
N (2.41925, -0.49021, -0.89755)
H (-1.50924, -1.30015, 0.77372)
H (-2.51571, 0.06862, 1.25291)
H (-1.45994, 1.52889, -0.38373)
H (-2.04097, 0.08493, -1.18363)
H (0.36297, 0.86979, -1.92618)
H (0.88167, -1.09977, 0.36192)
H (3.04611, -0.74225, -0.14560)
H (2.71867, 0.38952, -1.29820)